[1]
Molecular formula: C27H63FInN2O2
Method: DFT, wB97M-V/def2-TZVPD

The geometry in XYZ format:
```
96
C27H63FInN2O2, DFT wB97M-V/def2-TZVPD
C -3.973 -0.323 -0.553
C -3.419 -1.734 -0.409
C -2.089 -1.911 -1.129
C -1.432 -3.266 -0.872
C -0.458 -3.684 -1.965
C 0.798 -2.811 -2.010
C 1.399 -2.653 -3.401
C 0.745 -1.545 -4.235
C 1.671 -0.887 -5.272
C 2.310 0.454 -4.822
C 2.530 0.637 -3.311
C 1.439 1.461 -2.616
C 1.352 1.211 -1.105
C 0.942 2.429 -0.258
In 2.336 2.916 1.402
C 1.230 3.906 3.052
N 0.057 3.072 3.433
C 3.275 1.011 2.123
C 2.216 0.135 2.689
F 2.752 -0.970 3.451
N 3.871 4.274 0.739
C 5.074 3.614 0.237
C 4.730 2.767 -0.999
H -3.313 0.398 -0.064
H -4.064 -0.041 -1.606
H -4.961 -0.226 -0.098
H -3.284 -1.967 0.654
H -4.140 -2.463 -0.796
H -1.416 -1.106 -0.813
H -2.243 -1.782 -2.209
H -0.899 -3.229 0.085
H -2.216 -4.025 -0.768
H -0.173 -4.733 -1.845
H -0.974 -3.613 -2.933
H 0.537 -1.814 -1.636
H 1.549 -3.204 -1.319
H 1.293 -3.599 -3.950
H 2.472 -2.470 -3.320
H 0.347 -0.778 -3.565
H -0.123 -1.972 -4.748
H 1.099 -0.696 -6.184
H 2.449 -1.604 -5.557
H 3.263 0.578 -5.345
H 1.674 1.273 -5.174
H 3.488 1.140 -3.146
H 2.614 -0.329 -2.813
H 1.642 2.526 -2.782
H 0.474 1.257 -3.094
H 2.326 0.812 -0.792
H 0.630 0.403 -0.925
H -0.055 2.270 0.168
H 0.862 3.326 -0.884
H 0.931 4.922 2.763
H 1.880 3.993 3.929
H -0.410 2.742 2.595
H -0.637 3.620 3.934
H 3.997 1.252 2.910
H 3.798 0.502 1.307
H 1.620 -0.341 1.904
H 1.550 0.654 3.382
H 4.125 4.803 1.571
H 5.555 2.963 0.986
H 5.829 4.363 -0.046
H 3.730 3.042 -1.348
H 5.436 2.929 -1.819
H 4.739 1.696 -0.778
C 0.500 -5.464 3.826
C 1.816 -6.048 4.317
O 2.962 -5.390 3.822
C 3.066 -4.005 4.144
C 3.114 -3.715 5.633
H 0.470 -5.458 2.735
H -0.333 -6.066 4.195
H 0.351 -4.442 4.174
H 1.914 -7.078 3.969
H 1.827 -6.079 5.414
H 2.267 -3.430 3.672
H 3.994 -3.679 3.676
H 2.190 -3.997 6.141
H 3.258 -2.644 5.778
H 3.941 -4.251 6.105
C -8.118 4.372 -1.232
C -7.837 2.981 -0.687
O -6.635 2.404 -1.158
C -5.443 3.111 -0.850
C -5.186 3.281 0.637
H -8.129 4.361 -2.322
H -9.091 4.716 -0.877
H -7.373 5.098 -0.906
H -8.618 2.293 -1.013
H -7.859 2.993 0.409
H -5.430 4.083 -1.355
H -4.646 2.512 -1.291
H -5.947 3.894 1.121
H -4.223 3.769 0.788
H -5.161 2.309 1.132
```

Frontier orbital gap: 6.66 eV
Charge: -1
Energy: -43986.385 eV
2S+1: 1

---

[2]
Molecular formula: C27H35BrN4P2Zn
Method: DFT, wB97M-V/def2-TZVPD

The geometry in XYZ format:
```
70
C27H35BrN4P2Zn, DFT wB97M-V/def2-TZVPD
Zn -0.659 -2.934 -6.530
C -0.176 3.291 0.031
C -0.550 2.152 -0.565
C -0.738 1.861 -2.042
C 0.475 1.368 -2.854
C 1.643 2.314 -3.038
C 1.776 3.587 -2.645
C 0.728 4.477 -2.071
C 0.676 4.399 -0.508
C -0.058 -2.893 -4.602
H -0.520 3.476 1.056
H -0.879 1.299 0.064
H -1.239 2.674 -2.592
H -1.460 1.024 -2.041
H 0.842 0.429 -2.394
H 0.095 1.082 -3.855
H 2.485 1.831 -3.560
H 2.772 4.056 -2.685
H -0.274 4.283 -2.466
H 0.975 5.518 -2.332
H 1.713 4.302 -0.126
H 0.324 5.367 -0.114
H -0.920 -3.254 -4.022
H 0.106 -1.825 -4.424
H 0.837 -3.454 -4.300
P 1.200 -1.661 -7.302
P -2.138 -1.212 -7.295
N 2.509 -0.400 -7.222
N 2.154 -2.851 -8.160
N -2.118 0.608 -7.491
N -3.834 -1.400 -7.904
C 0.239 -0.935 -8.698
C -1.196 -1.480 -8.865
C 3.422 -0.194 -6.179
C 4.400 0.704 -6.602
C 4.094 1.056 -7.955
C 2.949 0.360 -8.310
C 2.457 -4.127 -7.676
C 2.986 -4.870 -8.718
C 3.080 -4.013 -9.862
C 2.599 -2.773 -9.482
C -1.527 1.457 -6.557
C -1.382 2.724 -7.091
C -1.897 2.681 -8.419
C -2.319 1.382 -8.643
C -4.638 -0.792 -8.877
C -5.773 -1.574 -9.101
C -5.683 -2.698 -8.220
C -4.511 -2.559 -7.493
H 0.804 -1.106 -9.618
H 0.218 0.144 -8.482
H -1.708 -0.971 -9.691
H -1.203 -2.571 -9.037
H 3.288 -0.697 -5.232
H 5.244 1.060 -6.026
H 4.638 1.722 -8.610
H 2.400 0.367 -9.238
H 2.230 -4.386 -6.652
H 3.244 -5.914 -8.670
H 3.425 -4.268 -10.852
H 2.531 -1.855 -10.045
H -1.270 1.082 -5.585
H -0.950 3.576 -6.593
H -1.942 3.499 -9.128
H -2.728 0.975 -9.555
H -4.414 0.170 -9.298
H -6.564 -1.376 -9.808
H -6.374 -3.526 -8.121
H -4.075 -3.192 -6.738
Br -1.353 -5.078 -7.139
```

Frontier orbital gap: 7.36 eV
Energy relative to the best compared isomer or geometry (same formula, charge and spin): 0.0 kcal per mole
Charge: 0
Energy: -171562.320 eV
2S+1: 1

---

[3]
Molecular formula: C16H21BIrN4O6Se
Method: DFT, wB97M-V/def2-TZVPD

The geometry in XYZ format:
```
50
C16H21BIrN4O6Se, DFT wB97M-V/def2-TZVPD
Ir 0.925 -0.947 -0.785
O 7.429 -1.688 -0.006
C 6.253 -2.200 -0.482
O 6.236 -3.291 -0.961
C 5.104 -1.276 -0.374
C 5.079 0.071 -0.696
N 3.829 0.502 -0.489
N 3.038 -0.482 -0.065
C 3.778 -1.577 0.005
C 3.081 -2.859 0.447
O 3.709 -3.686 1.091
O 1.858 -2.882 0.100
H 7.288 -0.809 0.360
H 5.837 0.715 -1.110
H 3.423 1.399 -0.703
N -1.882 -0.679 -2.571
C -2.071 -1.600 -1.596
C -3.356 -2.071 -1.279
C -3.493 -3.083 -0.356
C -2.346 -3.629 0.221
C -1.120 -3.118 -0.140
N -0.977 -2.109 -1.007
H -2.668 -0.135 -2.875
H -0.946 -0.265 -2.649
H -4.210 -1.650 -1.793
H -4.475 -3.456 -0.094
H -2.411 -4.447 0.922
H -0.197 -3.511 0.270
C -2.692 1.538 2.426
C -2.110 1.523 1.016
C -3.266 1.463 0.014
O -1.360 0.321 0.848
B -0.127 0.586 0.268
O 0.069 1.953 0.198
C -1.062 2.663 0.704
C -0.609 3.432 1.945
C -1.501 3.653 -0.372
H -3.318 0.654 2.546
H -3.299 2.430 2.586
H -1.910 1.494 3.181
H -3.824 0.543 0.193
H -2.883 1.424 -1.004
H -3.937 2.317 0.124
H -0.174 2.750 2.676
H -1.436 3.981 2.396
H 0.164 4.144 1.656
H -1.597 3.149 -1.332
H -0.731 4.416 -0.483
H -2.444 4.134 -0.108
Se 1.328 0.194 -2.864
```

Frontier orbital gap: 5.63 eV
Energy relative to the best compared isomer or geometry (same formula, charge and spin): 50.0 kcal per mole
Charge: -1
Energy: -104044.982 eV
2S+1: 1

---

no.,HOMO (eV)
1,-4.2570
2,-8.2326
3,-3.0800